Molecular formula: C24H72O24
Method: DFT, ωB97M-V/def2-TZVPD

Properties
energy above the lowest of the compared OMol25 structures with the same formula, charge and spin	18.8	kcal/mol
structure (SMILES)	OCCO.OCCO.OCCO.OCCO.OCCO.OCCO.OCCO.OCCO.OCCO.OCCO.OCCO.OCCO
HOMO energy	-9.59	eV
net charge	0
frontier orbital gap	9.80	eV

Each line ends with the Mulliken charge.
Atoms and positions in Å:
C: 3.77 -17.71 19.84  -0.55
C: 3.90 -16.87 18.60  -0.29
O: 5.29 -16.79 18.14  -0.50
O: 4.13 -19.02 19.51  -0.54
H: 2.74 -17.63 20.18  0.31
H: 4.39 -17.34 20.64  0.28
H: 3.55 -15.86 18.82  0.06
H: 3.30 -17.19 17.78  0.51
H: 5.53 -17.72 17.97  0.30
H: 4.41 -19.57 20.25  0.32
C: 8.75 -15.16 16.87  -0.19
C: 7.71 -15.56 15.83  -0.43
O: 7.08 -14.44 15.24  -0.38
O: 9.73 -14.26 16.36  -0.61
H: 9.27 -16.07 17.17  0.49
H: 8.29 -14.74 17.77  -0.26
H: 6.95 -16.18 16.31  0.15
H: 8.28 -16.15 15.06  0.33
H: 6.71 -14.55 14.33  0.15
H: 9.33 -13.77 15.62  0.29
C: 5.99 -12.72 12.77  0.45
C: 4.67 -11.93 12.89  -0.71
O: 3.88 -12.35 14.01  -0.52
O: 5.83 -14.11 12.89  -0.58
H: 6.64 -12.31 13.53  -0.38
H: 6.55 -12.47 11.84  0.38
H: 3.93 -11.89 12.05  0.30
H: 4.94 -10.84 13.07  0.32
H: 4.43 -12.24 14.83  -0.10
H: 4.88 -14.32 12.96  0.23
C: 1.47 -13.65 16.54  -0.36
C: 0.98 -12.94 17.79  -0.63
O: 2.01 -12.05 18.27  -0.65
O: 2.48 -14.48 16.95  -0.16
H: 1.77 -12.94 15.76  0.07
H: 0.66 -14.29 16.09  0.33
H: 0.63 -13.62 18.57  0.27
H: 0.11 -12.33 17.60  0.45
H: 2.82 -12.55 18.13  0.09
H: 3.37 -14.06 16.79  -0.07
C: 5.28 -7.67 18.92  0.87
C: 4.42 -6.49 18.55  -0.59
O: 4.70 -5.37 19.33  -0.63
O: 5.00 -7.88 20.35  -0.75
H: 6.35 -7.46 18.87  0.23
H: 5.04 -8.59 18.36  -0.57
H: 3.37 -6.80 18.57  0.23
H: 4.66 -6.17 17.56  0.34
H: 4.83 -5.66 20.25  0.37
H: 5.86 -8.03 20.76  0.59
C: 8.36 -9.41 20.87  0.57
C: 9.28 -9.31 19.66  -0.65
O: 10.16 -8.23 19.84  -0.57
O: 7.55 -8.27 21.01  -0.60
H: 9.07 -9.47 21.73  0.24
H: 7.66 -10.27 20.87  -0.45
H: 8.58 -9.12 18.86  0.27
H: 9.72 -10.27 19.35  0.43
H: 10.17 -7.69 19.05  0.37
H: 7.98 -7.47 20.76  0.33
C: 10.35 -11.26 15.10  -0.66
C: 9.92 -10.36 16.25  -0.06
O: 9.04 -9.35 15.80  -0.64
O: 9.17 -11.91 14.61  -0.44
H: 11.10 -11.99 15.35  0.39
H: 10.71 -10.63 14.29  0.34
H: 10.75 -9.82 16.73  0.47
H: 9.47 -10.95 17.06  -0.13
H: 8.21 -9.74 15.64  0.47
H: 9.43 -12.51 13.90  0.29
C: 7.16 -15.01 20.52  0.01
C: 7.35 -14.08 21.77  -0.72
O: 7.75 -12.85 21.25  -0.48
O: 5.87 -14.82 19.95  -0.11
H: 7.20 -16.01 20.97  0.28
H: 8.00 -14.84 19.82  0.09
H: 8.18 -14.54 22.32  0.51
H: 6.46 -14.04 22.43  0.27
H: 7.43 -12.13 21.80  0.25
H: 5.85 -15.39 19.15  -0.01
C: 4.47 -11.02 22.37  -0.87
C: 4.06 -11.67 20.99  0.39
O: 4.44 -10.77 19.97  0.35
O: 5.81 -10.56 22.48  -0.55
H: 4.37 -11.73 23.22  0.43
H: 3.78 -10.15 22.52  0.31
H: 2.98 -11.91 20.99  0.17
H: 4.66 -12.58 20.91  -0.25
H: 4.31 -9.86 20.24  0.03
H: 5.92 -9.93 21.79  0.15
C: 3.93 -16.23 14.60  0.70
C: 2.81 -16.07 13.55  -0.39
O: 2.19 -17.30 13.18  -0.60
O: 5.03 -17.01 14.11  -0.57
H: 3.59 -16.75 15.49  0.33
H: 4.31 -15.23 14.84  -0.56
H: 3.04 -15.62 12.59  0.34
H: 2.06 -15.39 13.96  0.14
H: 2.87 -17.98 13.01  0.32
H: 4.83 -17.96 14.25  0.38
C: 1.44 -8.28 16.12  -0.55
C: 2.38 -9.48 16.12  0.06
O: 2.95 -9.55 17.39  0.08
O: 0.74 -8.03 14.90  -0.57
H: 1.94 -7.34 16.32  0.15
H: 0.73 -8.43 16.95  0.34
H: 3.12 -9.30 15.35  0.15
H: 1.81 -10.36 15.83  0.07
H: 2.50 -10.30 17.82  0.14
H: 0.20 -8.79 14.75  0.32
C: 6.12 -11.25 17.25  1.57
C: 5.81 -12.66 17.66  1.63
O: 5.05 -13.31 16.55  3.22
O: 6.77 -11.15 16.03  -0.47
H: 6.69 -10.70 18.03  -0.77
H: 5.18 -10.72 17.17  -0.91
H: 5.27 -12.73 18.61  -0.69
H: 6.71 -13.28 17.78  -1.17
H: 5.76 -13.67 15.96  -1.13
H: 7.59 -11.69 16.01  -0.04


Molecular formula: C8H14P
Method: DFT, ωB97M-V/def2-TZVPD

Properties
energy above the lowest of the compared OMol25 structures with the same formula, charge and spin	9.5	kcal/mol
HOMO energy	-13.14	eV
net charge	+1
frontier orbital gap	9.45	eV

Each line ends with the natural charge from an NBO analysis.
Atoms and positions in Å:
C: -2.91 -0.15 -0.05  -0.23
C: -2.25 -1.43 0.03  -0.19
C: -2.40 1.06 -0.27  -0.13
C: -0.95 -1.58 0.04  -0.31
C: -0.94 1.39 -0.82  -0.76
C: 2.85 -0.83 -0.11  -0.63
C: 0.66 0.72 1.57  -0.99
C: 1.81 -0.14 -1.02  -0.68
P: 0.25 0.17 -0.05  1.40
H: -3.95 -0.08 0.31  0.24
H: -3.01 -2.23 0.06  0.26
H: -2.87 1.99 -0.03  0.23
H: -0.36 -2.38 -0.09  0.21
H: -0.54 1.27 -1.82  0.26
H: -0.79 2.51 -0.58  0.28
H: 2.33 -1.32 0.74  0.21
H: 3.58 -1.51 -0.61  0.26
H: 3.54 0.00 0.32  0.24
H: -0.13 0.92 2.24  0.29
H: 1.13 1.71 1.30  0.26
H: 1.34 0.00 2.00  0.27
H: 1.52 -0.86 -1.72  0.25
H: 2.09 0.79 -1.44  0.26